# C3H5NSi

A 2-piece molecular cluster, C3H5NSi overall in a non-equilibrium geometry (ωB97M-V with the def2-TZVPD basis set, the Open Molecules 2025 dataset).

Last column: Mulliken charge in e.
Positions of all 10 atoms, in Å:
1 C 2.46 -0.21 -0.33  0.232
2 C -2.39 -0.90 0.16  -0.394
3 C -3.19 0.01 0.26  -0.298
4 N 2.49 -1.43 -0.61  -0.549
5 Si 1.62 1.24 0.16  0.101
6 H -1.68 -1.73 0.12  0.332
7 H 1.55 -1.85 -0.72  0.318
8 H -3.90 0.82 0.23  0.360
9 H 1.21 1.73 1.52  -0.040
10 H 1.83 2.32 -0.79  -0.062

Results
Energy, eV: -12554.01582
HOMO-LUMO gap, eV: 7.85
Lowest unoccupied orbital energy, eV: -0.025
Net charge: 0